Entry 1:
DFT (ωB97M-V/def2-TZVPD) results for 2 unconnected molecules or ions with the total composition C5H10N2.

* relative energy (zero: lowest compared OMol25 entry of this formula, charge and spin): 105.1 kcal/mol
* lowest unoccupied orbital energy: 0.5 eV
* gap between HOMO and LUMO: 9.382 eV
* 2S+1: 1
* total charge: 0
* SMILES: C#C[C@@H](C)N.C=N

Last columns: bonded neighbours and bond lengths (Å).
CARTESIAN COORDINATES (ANGSTROEM)
1 C 0.789 0.088 -0.272  C2 1.530, N3 1.460, C4 1.490, H6 1.097
2 C 0.549 1.548 -0.661  C1 1.530, H9 1.089, H10 1.090, H11 1.088
3 N 2.221 -0.192 -0.296  C1 1.460, H7 1.015, H8 1.015
4 C 0.124 -0.213 1.028  C1 1.490, C5 1.252
5 C 0.316 -0.499 2.231  C4 1.252, H12 1.067
6 H 0.335 -0.558 -1.034  C1 1.097
7 H 2.395 -1.172 -0.097  N3 1.015
8 H 2.689 0.345 0.427  N3 1.015
9 H -0.516 1.774 -0.692  C2 1.089
10 H 1.017 2.210 0.067  C2 1.090
11 H 0.978 1.740 -1.642  C2 1.088
12 H -0.185 -0.894 3.087  C5 1.067
13 C -2.321 -0.988 -0.798  N14 1.247, H16 1.092, H17 1.098
14 N -2.158 -1.040 0.438  C13 1.247, H15 1.256
15 H -1.501 -0.118 0.984  N14 1.256
16 H -2.717 -1.866 -1.312  C13 1.092
17 H -2.015 -0.165 -1.457  C13 1.098

---

Entry 2:
DFT (ωB97M-V/def2-TZVPD) results for 2 unconnected molecules or ions with the total composition C21H34BBrClF13NO6P.

* lowest unoccupied orbital energy: 0.0 eV
* gap between HOMO and LUMO: 9.145 eV
* 2S+1: 1
* total charge: 0
* SMILES: CC(=O)N(C)P(Br)(CCCCl)(CCC(F)(F)C(F)(F)C(F)(F)C(F)(F)C(F)(F)C(F)(F)F)CB(O)O.COCCOCCOC

Last columns: bonded neighbours and bond lengths (Å).
CARTESIAN COORDINATES (ANGSTROEM)
1 C -1.754 -1.277 2.434  C2 1.549, H37 1.091, H38 1.089, H39 1.087
2 C -3.112 -0.737 1.921  C1 1.549, O3 1.173, N4 1.422
3 O -4.050 -1.244 2.408  C2 1.173
4 N -3.226 0.218 0.874  C2 1.422, C5 1.473, P6 1.776
5 C -2.388 -0.183 -0.269  N4 1.473, H40 1.089, H41 1.097, H42 1.093
6 P -3.337 1.945 1.276  N4 1.776, Br7 2.429, C8 1.891, C12 1.854, C33 1.847
7 Br -3.584 4.293 1.846  P6 2.429
8 C -4.993 1.665 2.145  P6 1.891, C9 1.537, H43 1.088, H44 1.090
9 C -6.103 2.692 1.871  C8 1.537, C10 1.569, H45 1.084, H46 1.085
10 C -7.454 1.894 1.923  C9 1.569, Cl11 1.795, H47 1.088, H48 1.087
11 Cl -8.023 1.453 0.280  C10 1.795
12 C -1.821 2.023 2.340  P6 1.854, C13 1.528, H49 1.081, H50 1.092
13 C -0.491 1.739 1.643  C12 1.528, C14 1.541, H51 1.091, H52 1.095
14 C 0.724 2.228 2.455  C13 1.541, F15 1.359, F16 1.328, C17 1.544
15 F 0.357 2.184 3.762  C14 1.359
16 F 0.993 3.504 2.206  C14 1.328
17 C 1.958 1.305 2.367  C14 1.544, F18 1.325, F19 1.330, C20 1.557
18 F 2.833 1.710 3.276  C17 1.325
19 F 1.553 0.115 2.801  C17 1.330
20 C 2.602 1.111 0.962  C17 1.557, F21 1.334, F22 1.334, C23 1.557
21 F 1.817 1.455 -0.060  C20 1.334
22 F 2.806 -0.200 0.820  C20 1.334
23 C 3.997 1.754 0.709  C20 1.557, F24 1.318, F25 1.326, C26 1.547
24 F 4.893 1.338 1.581  C23 1.318
25 F 4.413 1.268 -0.452  C23 1.326
26 C 4.082 3.299 0.672  C23 1.547, F27 1.317, F28 1.330, C29 1.555
27 F 3.724 3.869 1.804  C26 1.317
28 F 5.372 3.582 0.516  C26 1.330
29 C 3.345 4.037 -0.481  C26 1.555, F30 1.309, F31 1.313, F32 1.321
30 F 3.522 3.494 -1.659  C29 1.309
31 F 2.058 4.186 -0.265  C29 1.313
32 F 3.864 5.250 -0.531  C29 1.321
33 C -3.525 2.497 -0.477  P6 1.847, B34 1.586, H53 1.093, H54 1.089
34 B -2.265 3.160 -1.176  C33 1.586, O35 1.413, O36 1.347
35 O -1.855 2.611 -2.412  B34 1.413, H55 0.967
36 O -1.555 4.202 -0.703  B34 1.347, H56 0.967
37 H -1.000 -1.322 1.648  C1 1.091
38 H -1.401 -0.728 3.306  C1 1.089
39 H -1.900 -2.307 2.750  C1 1.087
40 H -2.030 -1.209 -0.191  C5 1.089
41 H -1.515 0.443 -0.494  C5 1.097
42 H -3.007 -0.178 -1.170  C5 1.093
43 H -5.357 0.751 1.680  C8 1.088
44 H -4.805 1.485 3.204  C8 1.090
45 H -6.222 3.430 2.656  C9 1.084
46 H -6.089 3.125 0.876  C9 1.085
47 H -7.301 0.980 2.493  C10 1.088
48 H -8.215 2.463 2.451  C10 1.087
49 H -1.712 3.008 2.773  C12 1.081
50 H -1.884 1.378 3.219  C12 1.092
51 H -0.296 0.689 1.421  C13 1.091
52 H -0.379 2.257 0.685  C13 1.095
53 H -4.257 3.307 -0.414  C33 1.093
54 H -4.016 1.758 -1.108  C33 1.089
55 H -2.258 3.097 -3.144  O35 0.967
56 H -0.880 4.493 -1.332  O36 0.967
57 C 3.418 -1.373 -1.674  O58 1.412, H66 1.091, H67 1.086, H68 1.097
58 O 2.764 -2.609 -1.870  C57 1.412, C59 1.419
59 C 1.979 -2.629 -3.052  O58 1.419, C60 1.515, H69 1.096, H70 1.099
60 C 1.874 -4.034 -3.609  C59 1.515, O61 1.422, H71 1.093, H72 1.091
61 O 3.042 -4.478 -4.286  C60 1.422, C62 1.423
62 C 4.175 -4.801 -3.488  O61 1.423, C63 1.515, H73 1.091, H74 1.093
63 C 4.026 -6.082 -2.694  C62 1.515, O64 1.419, H75 1.098, H76 1.096
64 O 3.217 -5.873 -1.546  C63 1.419, C65 1.410
65 C 2.573 -7.052 -1.116  O64 1.410, H77 1.096, H78 1.089, H79 1.096
66 H 2.691 -0.574 -1.515  C57 1.091
67 H 4.047 -1.465 -0.793  C57 1.086
68 H 4.057 -1.133 -2.531  C57 1.097
69 H 2.414 -1.972 -3.815  C59 1.096
70 H 0.975 -2.264 -2.797  C59 1.099
71 H 1.090 -4.028 -4.370  C60 1.093
72 H 1.566 -4.746 -2.842  C60 1.091
73 H 4.460 -3.965 -2.848  C62 1.091
74 H 4.990 -4.949 -4.202  C62 1.093
75 H 5.016 -6.413 -2.352  C63 1.098
76 H 3.591 -6.857 -3.336  C63 1.096
77 H 1.958 -7.475 -1.918  C65 1.096
78 H 1.922 -6.792 -0.283  C65 1.089
79 H 3.305 -7.795 -0.780  C65 1.096